A structure of composition C38H45Cl3I2N4O2PS4SbW. Source: OMol25; level of theory: ωB97M-V/def2-TZVPD.

The molar mass comes out at 1414.8 g/mol. The energy relative to the best compared isomer or geometry (same formula, charge and spin) is 41.85 kcal per mole. The value obtained for the frontier orbital gap (spin up / spin down) is 0.134 / 0.131 hartree. The value obtained for the lowest unoccupied orbital energy (spin up / spin down) is -10.48 / -10.57 eV. As for the spin multiplicity: 2. The net charge is +3.

Each line ends with the Löwdin charge.
Geometry (Å):
W (-1.63, 0.04, 1.04)  1.233
I (2.43, 1.63, 7.39)  1.035
C (1.62, 1.17, 5.54)  -0.715
C (1.90, -0.06, 4.95)  -0.172
C (1.37, -0.38, 3.71)  -0.556
I (1.80, -2.20, 2.81)  1.326
C (0.56, 0.55, 3.07)  -0.409
O (0.04, 0.29, 1.84)  -0.440
C (0.24, 1.77, 3.66)  -0.148
C (-0.77, 2.62, 2.94)  -0.081
N (-1.94, 1.75, 2.62)  -0.185
C (-3.20, 2.48, 2.44)  -0.123
C (-4.25, 1.47, 2.12)  -0.301
C (-5.53, 1.59, 2.63)  0.025
C (-6.52, 0.71, 2.19)  0.019
C (-6.18, -0.23, 1.24)  0.000
C (-4.87, -0.32, 0.82)  -0.173
N (-3.89, 0.48, 1.27)  -0.120
C (0.78, 2.07, 4.90)  -0.063
H (2.53, -0.78, 5.47)  0.101
H (-0.36, 3.04, 2.03)  0.099
H (-1.10, 3.44, 3.58)  0.149
H (-2.07, 1.20, 3.47)  0.034
H (-3.10, 3.19, 1.62)  0.108
H (-3.46, 3.04, 3.34)  0.153
H (-5.75, 2.37, 3.34)  0.141
H (-7.53, 0.79, 2.58)  0.140
H (-6.91, -0.91, 0.83)  0.135
H (-4.59, -1.08, 0.11)  0.049
H (0.54, 3.02, 5.38)  0.118
S (-0.41, -4.20, 2.52)  -0.075
Sb (-2.50, -3.25, 2.40)  0.625
S (-2.13, -1.00, 3.19)  0.159
S (-2.26, -1.90, 0.16)  0.206
Cl (4.24, -5.16, 3.76)  0.732
C (4.23, -4.28, 2.28)  -0.762
C (3.40, -4.69, 1.24)  -0.151
C (3.40, -3.96, 0.06)  -0.035
C (4.18, -2.81, -0.10)  -0.199
C (4.15, -2.10, -1.44)  -0.347
C (3.54, -0.70, -1.41)  -0.031
N (2.08, -0.77, -1.28)  -0.008
C (1.23, -1.41, -2.15)  0.014
C (-0.02, -1.21, -1.67)  -0.187
N (0.04, -0.46, -0.50)  -0.137
C (1.35, -0.23, -0.31)  -0.159
O (5.41, -1.92, -2.03)  -0.128
C (6.11, -3.13, -2.36)  -0.109
C (5.29, -4.16, -3.07)  -0.323
C (4.40, -3.95, -4.09)  -0.965
Cl (3.97, -2.43, -4.79)  0.701
S (3.66, -5.38, -4.66)  1.027
C (4.53, -6.32, -3.52)  -0.386
C (5.34, -5.55, -2.75)  -0.135
C (5.00, -2.43, 0.96)  -0.594
Cl (5.98, -1.00, 0.88)  0.792
C (5.04, -3.16, 2.14)  -0.164
H (2.80, -5.58, 1.35)  0.115
H (2.80, -4.30, -0.77)  0.131
H (3.52, -2.72, -2.09)  0.099
H (3.78, -0.22, -2.36)  0.148
H (3.94, -0.10, -0.60)  0.107
H (1.59, -1.92, -3.02)  0.124
H (-0.94, -1.58, -2.09)  0.084
H (1.79, 0.32, 0.50)  0.136
H (6.53, -3.58, -1.45)  0.132
H (6.95, -2.79, -2.97)  0.149
H (4.40, -7.39, -3.49)  0.079
H (5.98, -5.95, -1.97)  0.123
H (5.69, -2.85, 2.95)  0.118
C (-5.04, 2.41, -0.89)  -0.080
C (-3.69, 3.10, -1.03)  -0.473
C (-3.72, 3.84, -2.39)  -0.087
P (-2.11, 2.11, -0.87)  1.104
C (-0.85, 3.43, -0.55)  -0.516
C (0.57, 2.88, -0.39)  -0.102
C (-0.84, 4.65, -1.48)  -0.072
C (-1.85, 1.21, -2.46)  -0.530
C (-3.14, 0.51, -2.89)  -0.089
C (-1.17, 1.94, -3.62)  -0.060
H (-5.81, 3.12, -1.22)  0.108
H (-5.30, 2.12, 0.12)  0.040
H (-5.12, 1.54, -1.54)  0.073
H (-3.59, 3.86, -0.24)  0.099
H (-4.27, 3.25, -3.12)  0.088
H (-2.76, 4.09, -2.81)  0.040
H (-4.26, 4.78, -2.25)  0.111
H (-1.19, 3.81, 0.42)  0.082
H (0.93, 2.43, -1.31)  0.086
H (0.64, 2.14, 0.41)  0.026
H (1.24, 3.70, -0.13)  0.106
H (-0.59, 4.40, -2.51)  0.080
H (-0.07, 5.33, -1.12)  0.101
H (-1.78, 5.21, -1.46)  0.078
H (-1.15, 0.44, -2.16)  0.023
H (-3.89, 1.20, -3.27)  0.073
H (-3.59, -0.08, -2.08)  0.053
H (-2.90, -0.19, -3.70)  0.102
H (-1.80, 2.66, -4.12)  0.082
H (-0.91, 1.18, -4.37)  0.100
H (-0.24, 2.42, -3.33)  0.068


A structure of composition C38H45N3O5. Source: OMol25; level of theory: ωB97M-V/def2-TZVPD.

The molar mass comes out at 623.8 g/mol. The energy relative to the best compared isomer or geometry (same formula, charge and spin) is 4.08 kcal per mole. The value obtained for the frontier orbital gap is 0.188 hartree. The value obtained for the lowest unoccupied orbital energy is -1.36 eV. As for the spin multiplicity: 1.

Each line ends with the Löwdin charge.
Geometry (Å):
C (4.22, -7.54, -0.77)  -0.086
N (4.20, -6.24, -1.41)  -0.253
C (5.15, -6.12, -2.50)  -0.087
C (3.52, -5.14, -0.88)  -0.268
C (4.23, -4.05, -0.32)  -0.013
C (3.54, -2.93, 0.10)  -0.037
C (2.17, -2.79, -0.15)  -0.198
C (1.48, -1.45, 0.02)  -0.093
C (0.57, -1.42, 1.24)  -0.206
C (-0.49, -2.44, 1.12)  -0.457
O (-1.27, -2.45, 0.18)  0.080
O (-0.54, -3.44, 2.06)  0.065
C (-0.34, -3.07, 3.44)  -0.519
C (-1.58, -2.39, 4.00)  0.010
C (0.01, -4.34, 4.19)  0.019
O (0.82, -2.21, 3.54)  0.031
C (1.40, -1.64, 2.44)  -0.450
O (2.57, -1.30, 2.50)  0.097
C (1.46, -3.91, -0.60)  -0.028
C (2.11, -5.09, -0.92)  -0.006
H (3.46, -7.61, 0.02)  0.088
H (4.05, -8.31, -1.53)  0.077
H (5.22, -7.73, -0.33)  0.079
H (4.94, -5.20, -3.06)  0.090
H (6.19, -6.11, -2.13)  0.077
H (5.03, -6.98, -3.17)  0.078
H (5.32, -4.12, -0.21)  0.115
H (4.08, -2.13, 0.62)  0.111
H (2.23, -0.67, 0.16)  0.120
H (0.86, -1.21, -0.86)  0.124
H (-2.00, -1.65, 3.30)  0.099
H (-2.34, -3.17, 4.16)  0.098
H (-1.36, -1.93, 4.97)  0.096
H (0.84, -4.84, 3.68)  0.104
H (0.30, -4.08, 5.21)  0.096
H (-0.86, -5.00, 4.22)  0.092
H (0.38, -3.85, -0.72)  0.108
H (1.55, -5.96, -1.28)  0.116
C (-2.24, 6.35, -2.16)  -0.012
N (-2.10, 4.92, -2.02)  -0.042
C (-2.80, 4.08, -2.85)  -0.365
O (-3.50, 4.45, -3.79)  0.088
C (-2.53, 2.66, -2.39)  -0.165
C (-1.99, 1.74, -3.49)  -0.083
C (-2.84, 1.69, -4.74)  -0.235
C (-2.22, 1.79, -5.99)  -0.041
C (-2.99, 1.79, -7.16)  -0.077
C (-4.38, 1.64, -7.08)  -0.086
C (-4.99, 1.51, -5.82)  -0.071
C (-4.22, 1.54, -4.66)  -0.042
N (-1.56, 2.85, -1.30)  0.036
C (-1.11, 1.79, -0.61)  0.035
C (-0.36, 1.89, 0.57)  -0.069
C (0.01, 0.92, 1.47)  0.032
C (0.42, 1.28, 2.80)  -0.176
C (0.10, 0.54, 3.97)  0.016
C (0.29, 1.07, 5.23)  -0.013
C (0.94, 2.30, 5.40)  -0.264
C (1.15, 2.84, 6.77)  -0.053
C (1.42, 2.97, 4.27)  -0.032
C (1.15, 2.49, 3.00)  -0.011
C (-1.42, 4.28, -0.91)  -0.450
C (0.03, 4.79, -0.85)  0.005
C (-2.15, 4.62, 0.41)  0.012
H (-2.77, 6.54, -3.09)  0.096
H (-2.80, 6.79, -1.33)  0.098
H (-1.26, 6.84, -2.22)  0.092
H (-3.47, 2.24, -2.00)  0.168
H (-0.97, 2.07, -3.75)  0.133
H (-1.91, 0.72, -3.06)  0.126
H (-1.13, 1.88, -6.03)  0.112
H (-2.50, 1.91, -8.12)  0.103
H (-4.98, 1.65, -7.98)  0.101
H (-6.08, 1.40, -5.75)  0.104
H (-4.69, 1.43, -3.67)  0.114
H (-1.40, 0.81, -1.01)  0.150
H (-0.13, 2.91, 0.85)  0.052
H (-0.06, -0.28, 1.24)  0.035
H (-0.35, -0.44, 3.86)  0.074
H (-0.08, 0.52, 6.11)  0.123
H (1.40, 3.90, 6.74)  0.076
H (0.27, 2.69, 7.39)  0.083
H (1.97, 2.32, 7.28)  0.091
H (1.99, 3.89, 4.39)  0.112
H (1.52, 3.02, 2.11)  0.115
H (0.49, 4.70, -1.84)  0.103
H (0.03, 5.84, -0.53)  0.090
H (0.64, 4.21, -0.15)  0.067
H (-3.23, 4.63, 0.23)  0.101
H (-1.92, 3.89, 1.20)  0.082
H (-1.84, 5.61, 0.75)  0.092